Density functional theory data (ωB97M-V with the def2-TZVPD basis set) for C66H47F9KN4O4P as an isolated structure.

Geometry (Å):
1 K 0.748 0.134 0.638
2 O -0.496 1.391 -0.907
3 C -0.210 2.499 -1.632
4 C 0.888 2.226 -2.728
5 C 2.261 1.758 -2.317
6 C 3.383 2.475 -2.726
7 C 4.649 1.981 -2.452
8 C 4.766 0.810 -1.735
9 C 3.606 0.168 -1.302
10 C 3.711 -1.005 -0.374
11 C 3.855 -0.553 1.191
12 O 2.647 -0.449 1.742
13 C 4.732 -1.615 1.925
14 C 5.840 -2.280 1.404
15 C 6.558 -3.199 2.168
16 C 6.179 -3.470 3.475
17 C 5.072 -2.814 4.007
18 C 4.359 -1.904 3.238
19 C 4.597 0.830 1.259
20 C 5.964 1.011 1.446
21 C 6.524 2.289 1.501
22 C 5.722 3.412 1.369
23 C 4.350 3.247 1.188
24 C 3.803 1.976 1.142
25 N 2.382 0.607 -1.629
26 C 0.119 3.707 -0.703
27 C -0.886 4.082 0.196
28 C -0.756 5.191 1.011
29 C 0.409 5.956 0.972
30 C 1.426 5.588 0.105
31 C 1.277 4.478 -0.732
32 C -1.406 3.052 -2.498
33 C -1.328 4.245 -3.222
34 C -2.401 4.702 -3.975
35 C -3.590 3.976 -4.017
36 C -3.681 2.794 -3.295
37 C -2.595 2.344 -2.547
38 H 1.006 3.092 -3.384
39 H 0.431 1.433 -3.323
40 H 3.260 3.398 -3.281
41 H 5.532 2.515 -2.784
42 H 5.736 0.400 -1.485
43 H 4.553 -1.637 -0.661
44 H 2.787 -1.589 -0.382
45 H 6.178 -2.084 0.391
46 H 7.413 -3.708 1.733
47 H 6.733 -4.189 4.069
48 H 4.753 -3.024 5.022
49 H 3.468 -1.408 3.609
50 H 6.615 0.151 1.555
51 H 7.592 2.399 1.655
52 H 6.156 4.405 1.418
53 H 3.704 4.111 1.077
54 H 2.734 1.849 1.003
55 H -1.779 3.466 0.245
56 H -1.555 5.452 1.698
57 H 0.522 6.823 1.612
58 H 2.344 6.167 0.069
59 H 2.090 4.214 -1.396
60 H -0.423 4.846 -3.177
61 H -2.317 5.632 -4.526
62 H -4.429 4.331 -4.603
63 H -4.601 2.218 -3.308
64 H -2.644 1.421 -1.992
65 O -2.769 -0.869 3.838
66 C -1.680 -0.592 3.344
67 N -0.885 -1.387 2.593
68 C -0.365 -2.519 3.050
69 O -0.340 -2.938 4.220
70 C 0.314 -3.419 2.006
71 C 0.614 -4.721 2.406
72 C 1.184 -5.598 1.502
73 C 1.461 -5.149 0.218
74 C 1.144 -3.837 -0.092
75 N 0.568 -2.987 0.763
76 C -1.143 0.815 3.557
77 C -1.378 1.383 4.808
78 C -0.813 2.610 5.098
79 C -0.041 3.238 4.130
80 C 0.125 2.605 2.909
81 N -0.409 1.418 2.614
82 H 0.393 -4.992 3.429
83 H 1.416 -6.617 1.793
84 H 1.915 -5.793 -0.526
85 H 1.359 -3.451 -1.087
86 H -1.990 0.838 5.512
87 H -0.961 3.073 6.068
88 H 0.421 4.200 4.310
89 H 0.703 3.083 2.121
90 F -6.273 -7.125 -1.384
91 C -4.979 -7.066 -1.769
92 F -4.985 -7.206 -3.115
93 F -4.371 -8.159 -1.272
94 C -4.324 -5.795 -1.338
95 C -3.059 -5.800 -0.782
96 C -2.465 -4.596 -0.417
97 C -3.106 -3.374 -0.614
98 C -4.388 -3.400 -1.173
99 C -4.992 -4.590 -1.534
100 P -2.139 -1.855 -0.073
101 C -1.818 -1.274 -1.805
102 C -0.479 -1.285 -2.223
103 C -0.162 -1.028 -3.548
104 C -1.161 -0.722 -4.458
105 C -2.483 -0.647 -4.047
106 C -2.799 -0.928 -2.729
107 C -0.796 -0.403 -5.872
108 F -0.430 0.885 -6.030
109 F 0.240 -1.149 -6.310
110 F -1.822 -0.616 -6.724
111 C -3.496 -0.759 0.531
112 C -4.633 -1.255 1.170
113 C -5.522 -0.405 1.810
114 C -5.267 0.957 1.843
115 C -4.114 1.463 1.263
116 C -3.224 0.610 0.627
117 C -6.229 1.890 2.501
118 F -7.038 1.266 3.381
119 F -5.608 2.880 3.168
120 F -7.047 2.498 1.606
121 H -2.541 -6.736 -0.618
122 H -1.477 -4.610 0.033
123 H -4.935 -2.478 -1.316
124 H -5.989 -4.589 -1.963
125 H 0.330 -1.456 -1.510
126 H 0.876 -1.037 -3.863
127 H -3.257 -0.367 -4.751
128 H -3.834 -0.846 -2.416
129 H -4.816 -2.321 1.209
130 H -6.395 -0.807 2.309
131 H -3.896 2.524 1.334
132 H -2.275 0.995 0.240

Results
Energy ... -4903.55172 Eh
Energy above the lowest of the compared OMol25 structures with the same formula, charge and spin ... 75.7 kJ/mol
Frontier orbital gap ... 6.519 eV
Charge ... -2

These are the Mulliken partial charges, in e, on atoms 1 to 6: number 1, K, carries 2.085; number 2, O, carries 0.073; number 3, C, carries 1.481; number 4, C, carries -0.855; number 5, C, carries -0.210; number 6, C, carries -0.272


Density functional theory data (ωB97M-V with the def2-TZVPD basis set) for a 12-piece molecular cluster, C66H60N12O12 overall.

Geometry (Å):
1 O -2.360 4.251 -5.848
2 N -2.002 3.215 -6.386
3 O -1.652 3.132 -7.509
4 C -2.064 2.026 -5.498
5 C -2.524 2.109 -4.196
6 C -2.592 0.976 -3.385
7 C -2.180 -0.247 -3.912
8 C -1.650 -0.322 -5.188
9 C -1.547 0.795 -5.987
10 H -2.804 3.062 -3.772
11 H -3.010 0.861 -2.396
12 H -2.244 -1.166 -3.349
13 H -1.162 -1.228 -5.515
14 H -1.103 0.793 -6.971
15 O 1.880 -1.402 -5.406
16 N 2.103 -2.430 -4.754
17 O 1.535 -2.605 -3.684
18 C 3.119 -3.364 -5.277
19 C 3.916 -3.029 -6.405
20 C 4.807 -4.003 -6.875
21 C 5.057 -5.189 -6.191
22 C 4.390 -5.461 -5.066
23 C 3.410 -4.565 -4.627
24 H 3.820 -2.093 -6.935
25 H 5.427 -3.753 -7.724
26 H 5.758 -5.843 -6.688
27 H 4.654 -6.386 -4.575
28 H 2.888 -4.863 -3.730
29 O 6.059 0.979 1.274
30 N 5.700 -0.102 1.659
31 O 6.141 -0.578 2.704
32 C 4.922 -1.002 0.688
33 C 4.389 -2.215 1.050
34 C 3.742 -3.057 0.179
35 C 3.679 -2.663 -1.190
36 C 4.238 -1.490 -1.643
37 C 4.795 -0.656 -0.688
38 H 4.679 -2.494 2.052
39 H 3.284 -3.982 0.497
40 H 3.154 -3.328 -1.859
41 H 4.179 -1.237 -2.692
42 H 5.119 0.332 -0.982
43 O 0.110 3.729 5.660
44 N 0.452 2.687 5.077
45 O 0.031 1.586 5.372
46 C 1.402 2.831 3.947
47 C 2.294 3.869 3.880
48 C 3.204 3.932 2.776
49 C 3.278 2.887 1.910
50 C 2.388 1.840 1.936
51 C 1.448 1.862 2.977
52 H 2.426 4.643 4.621
53 H 3.992 4.667 2.847
54 H 4.107 2.964 1.222
55 H 2.542 1.049 1.216
56 H 0.825 0.980 2.973
57 O 1.988 5.631 0.152
58 N 0.933 5.488 0.818
59 O 0.196 4.486 0.735
60 C 0.558 6.457 1.883
61 C 1.217 7.679 1.949
62 C 0.799 8.701 2.865
63 C -0.338 8.407 3.611
64 C -0.848 7.104 3.760
65 C -0.403 6.126 2.905
66 H 1.980 7.913 1.222
67 H 1.247 9.678 2.760
68 H -0.709 9.177 4.272
69 H -1.530 6.797 4.539
70 H -0.947 5.197 2.827
71 O 1.729 -6.866 -2.063
72 N 0.717 -6.192 -1.788
73 O -0.152 -5.967 -2.566
74 C 0.619 -5.657 -0.419
75 C 1.464 -6.149 0.563
76 C 1.441 -5.626 1.839
77 C 0.404 -4.748 2.235
78 C -0.539 -4.301 1.288
79 C -0.374 -4.743 -0.056
80 H 2.145 -6.959 0.348
81 H 2.122 -6.003 2.588
82 H 0.348 -4.415 3.261
83 H -1.298 -3.561 1.495
84 H -1.009 -4.348 -0.835
85 C -3.947 -2.650 2.491
86 C -4.368 -3.445 1.454
87 C -4.397 -4.802 1.692
88 N -4.335 -5.430 2.913
89 C -4.087 -4.601 3.938
90 C -3.965 -3.206 3.765
91 H -3.818 -1.585 2.367
92 H -4.664 -3.112 0.470
93 H -4.620 -5.413 0.830
94 H -4.048 -5.067 4.912
95 H -3.971 -2.543 4.617
96 C 1.780 3.405 -2.150
97 C 1.069 2.450 -2.825
98 C 1.744 1.458 -3.491
99 N 3.073 1.265 -3.434
100 C 3.773 2.196 -2.675
101 C 3.154 3.245 -1.999
102 H 1.328 4.271 -1.687
103 H 0.001 2.593 -2.900
104 H 1.241 0.762 -4.146
105 H 4.850 2.134 -2.625
106 H 3.851 3.831 -1.418
107 C -4.406 1.566 3.827
108 C -3.091 1.238 3.487
109 C -2.258 2.271 3.095
110 N -2.750 3.509 2.692
111 C -4.085 3.742 2.868
112 C -4.899 2.777 3.444
113 H -5.068 0.852 4.294
114 H -2.699 0.248 3.667
115 H -1.234 2.039 2.843
116 H -4.575 4.623 2.478
117 H -5.919 3.102 3.589
118 C 1.628 -1.617 2.838
119 C 0.229 -1.484 2.979
120 C -0.331 -1.558 4.230
121 N 0.374 -1.668 5.388
122 C 1.762 -1.803 5.174
123 C 2.395 -1.807 3.922
124 H 2.131 -1.551 1.884
125 H -0.441 -1.447 2.133
126 H -1.404 -1.607 4.336
127 H 2.399 -1.871 6.043
128 H 3.462 -1.963 3.861
129 C -7.098 1.155 -1.989
130 C -7.247 -0.207 -1.755
131 C -6.321 -0.803 -0.845
132 N -5.338 -0.068 -0.178
133 C -5.262 1.270 -0.473
134 C -6.085 1.900 -1.397
135 H -7.732 1.757 -2.623
136 H -8.025 -0.711 -2.310
137 H -6.436 -1.863 -0.674
138 H -4.585 1.907 0.076
139 H -5.955 2.933 -1.683
140 C -0.577 0.625 -0.022
141 C 0.444 -0.130 -0.708
142 C 0.107 -1.467 -1.127
143 N -1.203 -1.905 -1.031
144 C -2.126 -1.184 -0.409
145 C -1.849 0.070 0.104
146 H -0.366 1.625 0.328
147 H 1.464 0.172 -0.894
148 H 0.809 -2.158 -1.571
149 H -3.112 -1.616 -0.319
150 H -2.585 0.739 0.525

Results
Energy ... -4110.27781 Eh
Energy above the lowest of the compared OMol25 structures with the same formula, charge and spin ... 0.0 kJ/mol
SMILES ... O=[N+]([O-])c1ccccc1.O=[N+]([O-])c1ccccc1.O=[N+]([O-])c1ccccc1.O=[N+]([O-])c1ccccc1.O=[N+]([O-])c1ccccc1.O=[N+]([O-])c1ccccc1.c1ccncc1.c1ccncc1.c1ccncc1.c1ccncc1.c1ccncc1.c1ccncc1
Frontier orbital gap ... 8.532 eV

These are the Mulliken partial charges, in e, on atoms 1 to 6: number 1, O, carries -0.625; number 2, N, carries 1.030; number 3, O, carries -0.614; number 4, C, carries -0.200; number 5, C, carries -0.132; number 6, C, carries 0.265


Density functional theory data (ωB97M-V with the def2-TZVPD basis set) for C66H69Br2NO6P2PbSe as an isolated structure.

Geometry (Å):
1 Pb 0.890 0.081 -0.297
2 C 2.126 2.724 7.175
3 C 1.435 3.654 6.167
4 C -0.059 3.728 6.505
5 C 2.025 5.056 6.329
6 C 1.628 3.112 4.748
7 C 1.078 1.891 4.378
8 C 1.253 1.383 3.099
9 Se 0.547 -0.353 2.666
10 C -1.347 -0.028 2.632
11 C -2.011 0.181 3.832
12 C -3.369 0.466 3.864
13 C -4.010 0.568 2.629
14 C -3.392 0.344 1.404
15 C -2.016 -0.043 1.375
16 O -1.421 -0.398 0.277
17 C -4.147 0.562 0.091
18 C -4.206 -0.738 -0.721
19 C -5.589 1.024 0.314
20 C -3.428 1.652 -0.722
21 C -4.095 0.652 5.198
22 C -5.566 1.018 5.001
23 C -4.031 -0.652 6.007
24 C -3.429 1.769 6.012
25 C 2.035 2.043 2.111
26 O 2.260 1.542 0.937
27 C 2.610 3.292 2.498
28 C 2.388 3.773 3.780
29 C 3.502 4.049 1.506
30 C 4.748 3.198 1.210
31 C 3.968 5.395 2.066
32 C 2.751 4.337 0.195
33 H 1.990 3.088 8.201
34 H 3.197 2.668 6.965
35 H 1.721 1.712 7.113
36 H -0.211 4.173 7.495
37 H -0.511 2.736 6.510
38 H -0.590 4.330 5.764
39 H 1.817 5.425 7.338
40 H 1.588 5.756 5.612
41 H 3.109 5.055 6.189
42 H 0.506 1.308 5.092
43 H -1.441 0.114 4.753
44 H -5.056 0.835 2.622
45 H -4.714 -1.525 -0.152
46 H -3.204 -1.083 -0.970
47 H -4.761 -0.572 -1.649
48 H -6.176 0.282 0.864
49 H -6.061 1.168 -0.662
50 H -5.635 1.975 0.852
51 H -2.382 1.400 -0.901
52 H -3.455 2.607 -0.190
53 H -3.922 1.779 -1.693
54 H -6.107 0.234 4.465
55 H -5.674 1.952 4.443
56 H -6.041 1.151 5.978
57 H -4.526 -1.460 5.462
58 H -4.525 -0.534 6.979
59 H -2.996 -0.954 6.183
60 H -3.396 2.696 5.435
61 H -2.403 1.507 6.272
62 H -3.978 1.953 6.942
63 H 2.834 4.721 4.045
64 H 5.326 3.037 2.126
65 H 5.389 3.709 0.482
66 H 4.464 2.228 0.803
67 H 4.584 5.277 2.963
68 H 3.122 6.046 2.307
69 H 4.574 5.898 1.308
70 H 2.498 3.412 -0.317
71 H 3.378 4.948 -0.465
72 H 1.818 4.876 0.380
73 N -0.034 -3.166 -2.606
74 P 0.022 -3.313 -0.895
75 C -1.641 -4.000 -0.473
76 C -2.185 -5.118 -1.109
77 C -3.438 -5.593 -0.758
78 C -4.164 -4.958 0.250
79 C -3.629 -3.854 0.895
80 C -2.372 -3.374 0.530
81 C 1.040 -4.832 -0.711
82 C 1.986 -5.177 -1.670
83 C 2.847 -6.249 -1.467
84 C 2.766 -6.994 -0.300
85 C 1.819 -6.660 0.665
86 C 0.970 -5.583 0.466
87 P -0.092 -1.545 -3.180
88 C 0.541 -1.789 -4.901
89 C 1.752 -1.182 -5.222
90 C 2.326 -1.352 -6.477
91 C 1.694 -2.142 -7.425
92 C 0.486 -2.760 -7.113
93 C -0.087 -2.580 -5.863
94 C -1.868 -1.277 -3.598
95 C -2.844 -2.268 -3.661
96 C -4.128 -1.970 -4.103
97 C -4.453 -0.671 -4.474
98 C -3.500 0.334 -4.365
99 C -2.219 0.034 -3.923
100 H -0.517 -3.874 -3.148
101 H -1.614 -5.637 -1.874
102 H -3.846 -6.465 -1.254
103 H -5.147 -5.324 0.523
104 H -4.190 -3.351 1.674
105 H -1.963 -2.487 1.008
106 H 2.047 -4.589 -2.581
107 H 3.594 -6.484 -2.216
108 H 3.443 -7.823 -0.134
109 H 1.747 -7.240 1.578
110 H 0.247 -5.322 1.232
111 H 2.263 -0.593 -4.466
112 H 3.274 -0.879 -6.706
113 H 2.137 -2.276 -8.405
114 H -0.011 -3.383 -7.849
115 H -1.042 -3.047 -5.643
116 H -2.623 -3.278 -3.336
117 H -4.875 -2.753 -4.146
118 H -5.454 -0.439 -4.816
119 H -3.759 1.358 -4.606
120 H -1.486 0.829 -3.800
121 Br 7.110 -2.557 -0.932
122 C 5.968 -2.822 -2.430
123 C 6.587 -3.422 -3.523
124 C 5.879 -3.667 -4.690
125 C 4.540 -3.308 -4.762
126 C 3.938 -2.723 -3.660
127 C 4.620 -2.466 -2.469
128 C 3.797 -1.837 -1.331
129 O 4.384 -1.429 -0.328
130 O 2.561 -1.797 -1.585
131 H 7.631 -3.695 -3.446
132 H 6.375 -4.133 -5.534
133 H 3.966 -3.483 -5.664
134 H 2.888 -2.442 -3.683
135 Br 0.778 6.413 -2.506
136 C 1.234 4.823 -3.450
137 C 1.954 5.040 -4.620
138 C 2.347 3.973 -5.411
139 C 2.028 2.682 -5.020
140 C 1.321 2.482 -3.846
141 C 0.896 3.536 -3.032
142 C 0.070 3.177 -1.779
143 O -0.350 4.084 -1.073
144 O -0.108 1.923 -1.616
145 H 2.200 6.055 -4.904
146 H 2.902 4.155 -6.324
147 H 2.323 1.835 -5.630
148 H 1.063 1.484 -3.513

Results
Energy ... -11487.86968 Eh
Energy above the lowest of the compared OMol25 structures with the same formula, charge and spin ... 0.0 kJ/mol
Frontier orbital gap ... 6.372 eV
Charge ... -2

These are the Mulliken partial charges, in e, on atoms 1 to 6: number 1, Pb, carries 1.406; number 2, C, carries -1.760; number 3, C, carries 2.111; number 4, C, carries -1.577; number 5, C, carries -2.265; number 6, C, carries -0.709